one | Density functional theory data (wB97M-V/def2-TZVPD) for C3H5N3O in the gas phase.

SMILES: [H]/N=N\CCN=C=O
HOMO-LUMO gap (eV): 9.818
LUMO (eV): 0.64
Spin multiplicity: 1

XYZ file:
```
12
Properties=species:S:1:pos:R:3:lowdin_charge:R:1
H 0.42 1.18 -1.28 0.11
N 0.46 1.60 -0.24 0.04
N -0.43 1.30 0.51 -0.11
C -1.29 0.27 0.11 -0.23
C -0.43 -0.97 0.31 -0.15
N 0.89 -0.75 -0.32 0.08
C 1.97 -0.31 -0.01 -0.36
O 3.07 0.05 0.08 0.17
H -1.43 0.35 -1.02 0.12
H -2.34 0.21 0.63 0.15
H -0.16 -1.09 1.31 0.10
H -0.71 -1.84 -0.08 0.08
```



two | Density functional theory data (wB97M-V/def2-TZVPD) for C3H5N3O in the gas phase.

SMILES: CC1=NOC=NN1
HOMO-LUMO gap (eV): 8.885
LUMO (eV): 0.79
Spin multiplicity: 1

XYZ file:
```
12
Properties=species:S:1:pos:R:3:lowdin_charge:R:1
C 0.12 -2.04 -1.16 -0.04
C 0.08 -0.77 -0.39 -0.45
N 0.55 -0.76 0.84 0.09
O 0.59 0.55 1.37 -0.11
C -0.13 1.58 0.84 -0.22
N -0.77 1.48 -0.23 0.06
N -0.46 0.33 -0.98 0.02
H -0.93 -2.62 -0.95 0.14
H 0.44 -1.89 -2.18 0.07
H 0.83 -2.71 -0.52 0.11
H 0.00 2.48 1.57 0.17
H -0.72 0.34 -1.99 0.16
```



Most stable of them? one.



one | Density functional theory data (wB97M-V/def2-TZVPD) for C3H5N3O in the gas phase.

SMILES: Cc1ncnn1O
HOMO-LUMO gap (eV): 10.488
LUMO (eV): 0.84
Spin multiplicity: 1

XYZ file:
```
12
Properties=species:S:1:pos:R:3:lowdin_charge:R:1
C -1.08 0.70 -1.27 -0.04
C 0.01 0.29 -0.31 -0.37
N 1.06 1.10 -0.03 0.10
C 1.64 0.42 0.99 -0.22
N 1.04 -0.69 1.39 0.09
N 0.08 -0.79 0.51 -0.13
O -0.86 -1.87 0.68 0.08
H -0.53 1.61 -1.80 0.11
H -1.54 -0.24 -1.95 0.13
H -1.97 1.18 -0.68 0.09
H 2.63 0.80 1.23 0.10
H -0.49 -2.49 1.24 0.06
```



two | Density functional theory data (wB97M-V/def2-TZVPD) for C3H5N3O in the gas phase.

SMILES: Nc1nc(O)c[nH]1
HOMO-LUMO gap (spin up / spin down) (eV): 8.504 / 8.504
LUMO (spin up / spin down) (eV): 0.41 / 0.41
Spin multiplicity: 1

XYZ file:
```
12
Properties=species:S:1:pos:R:3:lowdin_charge:R:1
N -0.38 -0.15 1.91 0.08
C -0.96 -0.19 0.61 -0.45
N -0.85 0.91 -0.15 0.15
C 0.11 0.55 -1.01 -0.44
O 0.62 1.40 -1.91 0.08
C 0.55 -0.75 -0.81 -0.03
N -0.41 -1.29 0.03 0.05
H -0.51 0.79 2.28 0.08
H 0.61 -0.14 1.49 0.11
H 0.19 2.25 -1.76 0.11
H 1.28 -1.32 -1.35 0.11
H -0.25 -2.06 0.66 0.14
```



Most stable of them? two.



one | Density functional theory data (wB97M-V/def2-TZVPD) for C3H5N3O in the gas phase.

HOMO-LUMO gap (spin up / spin down) (eV): 8.208 / 8.209
LUMO (spin up / spin down) (eV): 0.52 / 0.52
Spin multiplicity: 1

XYZ file:
```
12
Properties=species:S:1:pos:R:3:lowdin_charge:R:1
N -1.88 -1.08 0.78 0.06
C -1.06 -0.91 -0.25 -0.21
N 0.25 -1.06 0.00 0.09
C 1.13 -0.15 -0.17 -0.42
O 2.46 -0.41 -0.20 0.05
C 0.73 1.23 -0.47 -0.15
N -0.50 1.52 -0.29 0.11
H -1.59 -1.14 1.75 0.10
H -2.87 -0.98 0.61 0.08
H 2.56 -1.37 -0.17 0.11
H 1.49 1.89 -0.90 0.12
H -0.72 2.44 -0.66 0.06
```



two | Density functional theory data (wB97M-V/def2-TZVPD) for C3H5N3O as an isolated structure.

HOMO-LUMO gap (eV): 8.139
LUMO (eV): 0.72
Spin multiplicity: 1

XYZ file:
```
12
Properties=species:S:1:pos:R:3:lowdin_charge:R:1
C 1.09 -0.24 1.67 -0.18
C 1.62 -0.02 0.38 -0.16
C -0.83 0.03 0.66 -0.25
N -0.27 -0.12 1.74 0.09
N 0.67 -0.02 -0.60 -0.09
N -2.02 0.26 0.13 0.13
O 0.85 0.74 -1.78 -0.11
H 1.83 -0.23 2.50 0.10
H 2.64 0.26 0.25 0.10
H -2.06 0.80 -0.79 0.15
H -2.64 -0.51 0.08 0.08
H 1.85 0.90 -2.01 0.15
```



Most stable of them? one.



one | Density functional theory data (wB97M-V/def2-TZVPD) for Cl3H in the gas phase.

HOMO-LUMO gap (eV): 6.377
LUMO (eV): -1.27
Spin multiplicity: 1

XYZ file:
```
4
Properties=species:S:1:pos:R:3:lowdin_charge:R:1
H 1.38 -0.83 0.62 -0.14
Cl 0.68 -0.21 -0.26 0.12
Cl -1.63 -0.28 -0.19 0.06
Cl -0.44 1.32 -0.17 -0.04
```



two | Density functional theory data (wB97M-V/def2-TZVPD) for a 2-piece molecular cluster, Cl3H overall.

SMILES: ClCl.Cl
HOMO-LUMO gap (eV): 9.963
LUMO (eV): -0.92
Spin multiplicity: 1

XYZ file:
```
4
Properties=species:S:1:pos:R:3:lowdin_charge:R:1
Cl 1.29 0.46 -0.05 -0.03
Cl 3.18 -0.19 -0.05 0.02
Cl -1.61 -0.08 -0.07 0.24
H -2.86 -0.19 0.17 -0.23
```



Most stable of them? two.



one | Density functional theory data (wB97M-V/def2-TZVPD) for C38H32BrCl4GeN2O2PdSSi as an isolated structure.

HOMO-LUMO gap (eV): 7.172
LUMO (eV): 2.46
Spin multiplicity: 1
Net charge: -1

XYZ file:
```
83
Properties=species:S:1:pos:R:3:lowdin_charge:R:1
Pd -1.03 0.16 0.16 0.75
C -5.96 5.21 0.06 -0.20
Si -4.55 4.29 0.90 0.49
C -3.25 5.53 1.38 -0.19
C -5.26 3.41 2.39 -0.19
C -3.89 3.04 -0.34 -0.25
C -4.45 2.89 -1.60 -0.09
C -4.00 1.93 -2.50 -0.07
C -2.96 1.12 -2.10 -0.13
N -2.38 1.25 -0.91 -0.11
C -2.82 2.17 -0.03 -0.77
S -1.96 2.09 1.47 0.57
H -6.37 5.96 0.74 0.03
H -6.77 4.54 -0.23 0.03
H -5.62 5.74 -0.84 0.03
H -3.65 6.25 2.11 0.03
H -2.90 6.09 0.51 0.03
H -2.39 5.03 1.83 0.00
H -5.65 4.13 3.11 0.03
H -4.49 2.81 2.88 0.00
H -6.07 2.75 2.10 0.03
H -5.28 3.54 -1.90 0.09
H -4.45 1.81 -3.48 0.10
H -2.57 0.34 -2.75 0.11
Cl 4.51 -4.56 0.36 0.63
C 3.21 -3.46 0.68 -0.73
C 2.86 -3.13 1.98 -0.72
Cl 3.72 -3.82 3.31 0.65
C 1.80 -2.26 2.21 -0.60
Cl 1.38 -1.80 3.82 0.71
C 1.03 -1.71 1.17 -0.42
O 0.02 -0.95 1.47 -0.25
C 1.41 -2.06 -0.15 -0.29
O 0.78 -1.57 -1.25 -0.17
C 2.48 -2.91 -0.37 -0.61
Cl 2.88 -3.31 -2.01 0.70
Br 3.22 2.09 4.12 0.72
C 3.26 1.73 2.26 -0.67
C 4.44 1.85 1.55 -0.13
C 4.42 1.57 0.20 -0.07
C 3.21 1.18 -0.38 -0.13
N 2.08 1.07 0.31 0.09
C 2.10 1.33 1.61 -0.19
H 5.36 2.15 2.05 0.10
H 5.31 1.64 -0.40 0.10
H 3.15 0.94 -1.43 0.11
H 1.17 1.21 2.15 0.08
C -0.61 -1.25 -1.19 -0.39
Ge -1.78 -2.82 -0.91 1.02
C -3.60 -2.11 -0.78 -0.26
C -3.97 -1.29 0.29 -0.13
C -5.21 -0.66 0.31 -0.08
C -6.09 -0.83 -0.75 -0.10
C -5.74 -1.64 -1.82 -0.10
C -4.50 -2.27 -1.83 -0.11
C -1.18 -3.89 0.62 -0.26
C -1.51 -3.59 1.93 -0.10
C -0.91 -4.27 2.99 -0.10
C 0.02 -5.27 2.73 -0.10
C 0.35 -5.59 1.42 -0.09
C -0.25 -4.90 0.37 -0.11
C -1.66 -4.00 -2.48 -0.28
C -2.49 -5.12 -2.61 -0.12
C -2.38 -5.96 -3.70 -0.10
C -1.43 -5.71 -4.68 -0.11
C -0.59 -4.61 -4.56 -0.09
C -0.71 -3.76 -3.46 -0.10
H -0.83 -0.84 -2.18 0.05
H -3.29 -1.10 1.11 0.07
H -5.47 -0.02 1.14 0.10
H -7.05 -0.32 -0.74 0.10
H -6.42 -1.77 -2.65 0.09
H -4.23 -2.88 -2.68 0.09
H -2.22 -2.80 2.16 0.09
H -1.16 -4.01 4.01 0.10
H 0.51 -5.78 3.55 0.10
H 1.09 -6.35 1.22 0.10
H 0.03 -5.14 -0.65 0.10
H -3.23 -5.33 -1.84 0.11
H -3.03 -6.82 -3.79 0.10
H -1.33 -6.37 -5.53 0.09
H 0.16 -4.42 -5.31 0.10
H -0.04 -2.92 -3.37 0.08
```



two | Density functional theory data (wB97M-V/def2-TZVPD) for C38H32BrCl4GeN2O2PdSSi as an isolated structure.

HOMO-LUMO gap (eV): 6.023
LUMO (eV): 2.11
Spin multiplicity: 1
Net charge: -1

XYZ file:
```
83
Properties=species:S:1:pos:R:3:lowdin_charge:R:1
Pd -0.44 1.53 0.70 0.91
C 2.56 -5.01 1.78 -0.17
Si 1.36 -3.84 2.63 0.51
C -0.36 -4.53 2.42 -0.20
C 1.77 -3.76 4.46 -0.18
C 1.68 -2.12 1.92 -0.23
C 3.02 -1.76 1.81 -0.08
C 3.41 -0.55 1.25 -0.05
C 2.41 0.30 0.82 -0.14
N 1.12 0.01 0.93 -0.04
C 0.75 -1.16 1.47 -0.58
S -0.97 -1.42 1.61 0.90
H 2.36 -6.04 2.09 0.03
H 3.60 -4.79 2.02 0.03
H 2.43 -4.95 0.70 0.01
H -0.35 -5.56 2.78 0.03
H -0.66 -4.54 1.37 0.01
H -1.11 -3.98 2.99 0.01
H 1.73 -4.75 4.92 0.03
H 1.07 -3.11 4.99 0.03
H 2.77 -3.36 4.62 0.03
H 3.79 -2.45 2.15 0.10
H 4.45 -0.27 1.16 0.10
H 2.64 1.26 0.37 0.11
Cl -0.73 7.58 -2.34 0.61
C -1.17 6.11 -1.53 -0.73
C -2.46 5.62 -1.62 -0.74
Cl -3.66 6.47 -2.55 0.61
C -2.79 4.41 -0.99 -0.63
Cl -4.38 3.73 -1.14 0.66
C -1.85 3.68 -0.28 -0.39
O -2.13 2.50 0.26 -0.24
C -0.52 4.20 -0.15 -0.43
O 0.35 3.52 0.53 -0.23
C -0.22 5.40 -0.79 -0.62
Cl 1.42 5.96 -0.69 0.64
Br 1.89 2.01 6.98 0.71
C 2.17 2.59 5.19 -0.68
C 3.03 3.63 4.92 -0.13
C 3.19 4.00 3.59 -0.05
C 2.48 3.31 2.61 -0.13
N 1.66 2.30 2.89 0.07
C 1.50 1.95 4.16 -0.18
H 3.56 4.14 5.71 0.10
H 3.84 4.82 3.32 0.10
H 2.53 3.61 1.57 0.09
H 0.82 1.13 4.36 0.11
C -1.49 -0.12 0.49 -0.75
Ge -1.33 -0.48 -1.44 0.96
C -0.05 -1.96 -1.68 -0.26
C -0.41 -3.23 -1.22 -0.13
C 0.45 -4.31 -1.35 -0.11
C 1.69 -4.15 -1.97 -0.11
C 2.05 -2.90 -2.46 -0.09
C 1.18 -1.82 -2.32 -0.10
C -3.01 -1.15 -2.19 -0.26
C -3.99 -1.67 -1.35 -0.11
C -5.16 -2.22 -1.87 -0.10
C -5.36 -2.25 -3.24 -0.11
C -4.39 -1.74 -4.09 -0.09
C -3.22 -1.20 -3.57 -0.11
C -0.79 1.11 -2.44 -0.27
C -1.75 1.83 -3.15 -0.11
C -1.43 3.04 -3.75 -0.08
C -0.14 3.55 -3.66 -0.09
C 0.83 2.84 -2.96 -0.08
C 0.50 1.64 -2.35 -0.13
H -2.53 0.12 0.73 0.00
H -1.37 -3.38 -0.75 0.09
H 0.16 -5.29 -0.99 0.10
H 2.36 -4.99 -2.07 0.10
H 3.00 -2.76 -2.95 0.10
H 1.47 -0.86 -2.72 0.08
H -3.86 -1.64 -0.28 0.09
H -5.92 -2.61 -1.20 0.10
H -6.27 -2.67 -3.65 0.09
H -4.54 -1.76 -5.16 0.10
H -2.47 -0.81 -4.24 0.10
H -2.77 1.48 -3.19 0.09
H -2.20 3.61 -4.27 0.11
H 0.10 4.51 -4.09 0.11
H 1.82 3.25 -2.84 0.10
H 1.26 1.13 -1.76 0.07
```



Most stable of them? one.



one | Density functional theory data (wB97M-V/def2-TZVPD) for an isolated ion of composition C6H15N2 and charge +1.

SMILES: CN/C=C/C[C@@H](C)[NH3+]
HOMO-LUMO gap (eV): 8.094
LUMO (eV): -3.51
Spin multiplicity: 1
Net charge: +1

XYZ file:
```
23
Properties=species:S:1:pos:R:3:lowdin_charge:R:1
C 0.26 2.87 1.71 -0.13
N 1.30 2.20 0.91 -0.10
C 0.81 1.20 0.08 -0.19
C 1.33 -0.03 0.05 -0.13
C 0.78 -1.30 -0.56 -0.14
C -0.80 -1.29 -1.00 -0.33
C -1.14 -2.71 -1.39 -0.10
N -1.76 -0.73 0.06 0.20
H 0.64 3.33 2.71 0.12
H -0.05 3.82 1.16 0.09
H -0.67 2.34 1.97 0.06
H 2.16 2.04 1.43 0.13
H -0.12 1.42 -0.59 0.14
H 2.24 -0.22 0.62 0.11
H 1.23 -1.43 -1.59 0.14
H 0.93 -2.27 0.14 0.16
H -0.99 -0.62 -1.89 0.16
H -2.16 -3.09 -1.41 0.07
H -0.38 -3.64 -1.08 0.15
H -1.06 -2.77 -2.50 0.09
H -2.78 -1.12 0.06 0.22
H -1.81 0.30 -0.13 0.16
H -1.35 -0.84 0.94 0.13
```



two | Density functional theory data (wB97M-V/def2-TZVPD) for a 2-piece molecular cluster, C6H15N2 overall.

HOMO-LUMO gap (eV): 4.779
LUMO (eV): -9.28
Spin multiplicity: 1
Net charge: +1

XYZ file:
```
23
Properties=species:S:1:pos:R:3:lowdin_charge:R:1
C 0.46 2.91 -2.16 -0.14
C 0.23 1.79 -1.14 -0.32
C 1.11 0.54 -1.31 -0.16
C 1.32 -0.19 0.09 -0.17
C 0.34 -1.30 0.20 -0.26
N -0.97 -0.81 0.14 0.24
C -1.71 -1.46 1.07 -0.15
N -1.23 -2.00 2.21 0.29
H 0.14 2.68 -3.19 0.08
H -0.03 3.86 -1.81 0.08
H 1.59 3.18 -2.19 0.10
H 0.30 2.40 -0.11 0.15
H -0.87 1.66 -1.13 0.09
H 2.01 0.92 -1.81 0.11
H 0.61 -0.37 -1.91 0.14
H 2.39 -0.31 0.14 0.13
H 0.97 0.40 0.93 0.11
H 0.58 -1.72 1.18 0.13
H 0.67 -2.06 -0.71 0.26
H 0.51 -0.75 5.12 0.00
H -2.77 -1.24 0.85 0.16
H 0.64 -0.01 5.06 0.00
H -1.82 -2.76 2.57 0.12
```



Most stable of them? one.